(1)
{
  "formula": "C27H35BF4N4P2Ti",
  "method": "ωB97M-V/def2-TZVPD",
  "lumo_energy_ev": [-0.25, -1.20],
  "orbital_gap_ev": [6.83, 5.87],
  "multiplicity": 3,
  "fmax_ha_per_bohr": 0.1426,
  "relative_energy_kcal_mol": 186.4,
  "energy_ev": -87760.9176,
  "species": ["Ti", "C", "C", "C", "C", "C", "C", "C", "C", "C", "H", "H", "H", "H", "H", "H", "H", "H", "H", "H", "H", "H", "H", "H", "H", "P", "P", "N", "N", "N", "N", "C", "C", "C", "C", "C", "C", "C", "C", "C", "C", "C", "C", "C", "C", "C", "C", "C", "C", "H", "H", "H", "H", "H", "H", "H", "H", "H", "H", "H", "H", "H", "H", "H", "H", "H", "H", "H", "H", "F", "B", "F", "F", "F"],
  "positions_angstrom": [[-0.2772, 1.4714, -0.7864], [-1.5775, 1.6628, -2.4113], [-1.0826, 0.3543, -2.3573], [-0.1612, -0.3292, -3.3441], [1.1418, 0.4562, -3.4738], [1.3098, 1.2319, -2.1463], [1.0855, 2.6011, -1.8418], [0.0580, 3.4912, -2.4369], [-0.9788, 2.7349, -3.2821], [0.7106, 2.7186, 0.9335], [-2.6253, 1.7691, -2.1174], [-1.8492, -0.3120, -1.9661], [-0.6176, -0.5380, -4.3279], [0.0619, -1.3448, -3.0043], [2.0032, -0.2295, -3.6070], [1.2003, 1.0725, -4.3904], [2.2855, 0.8717, -1.8406], [1.8498, 3.1120, -1.2740], [0.6800, 4.1541, -3.0301], [-0.4746, 4.1616, -1.7445], [-1.7802, 3.4070, -3.6199], [-0.5354, 2.4063, -4.2470], [-0.3391, 3.0552, 1.0678], [1.3998, 3.5581, 0.7841], [0.9907, 2.2461, 1.8966], [1.4407, -0.8285, -0.0032], [-1.4232, -1.3608, 1.2458], [3.4532, -0.0932, -0.3938], [2.1848, -1.6454, 1.2743], [-2.5247, 0.2249, 0.5020], [-2.8275, -2.2771, 1.5677], [0.4327, -2.2176, -0.6993], [-1.0919, -2.0657, -0.4174], [3.5982, 1.2817, -0.4011], [4.7852, 1.6392, -1.0383], [5.5029, 0.4445, -1.2285], [4.6584, -0.6093, -0.8236], [2.9809, -0.9568, 2.2160], [3.9060, -1.8210, 2.7620], [3.7105, -3.0999, 2.1419], [2.6842, -2.9599, 1.2280], [-2.4832, 1.5722, 1.0191], [-3.4512, 2.3144, 0.3516], [-4.2416, 1.4505, -0.4240], [-3.6835, 0.1647, -0.2556], [-3.7477, -2.8860, 0.6989], [-4.8878, -3.2061, 1.4182], [-4.6462, -2.8595, 2.7772], [-3.4109, -2.2327, 2.8363], [0.7284, -3.2231, -0.3830], [0.7993, -2.2178, -1.7623], [-1.6289, -1.3864, -1.0695], [-1.6220, -2.9992, -0.6074], [2.8667, 1.9626, 0.0203], [5.0588, 2.6599, -1.2894], [6.5161, 0.3480, -1.5735], [4.8745, -1.6678, -0.7209], [2.7713, 0.0681, 2.4531], [4.6392, -1.6124, 3.5477], [4.2231, -4.0292, 2.3865], [2.1983, -3.6839, 0.6020], [-2.1626, 1.6429, 2.0551], [-3.6586, 3.3727, 0.5051], [-5.1241, 1.6901, -1.0210], [-4.1266, -0.7680, -0.4866], [-3.5248, -3.0546, -0.3552], [-5.8094, -3.5738, 0.9982], [-5.2874, -3.0509, 3.6159], [-2.9083, -1.7679, 3.6633], [-0.0176, 0.5515, 1.0919], [-0.5449, -0.2475, 6.1377], [-1.6496, 0.3129, 5.5801], [-0.7041, -1.2999, 6.9760], [0.6970, 0.2183, 5.8490]],
  "forces_ev_per_a": [[1.0304, -0.4897, 7.2436], [-0.9678, -0.7269, -2.2571], [-2.0508, -1.2068, -2.4518], [0.1956, -0.3948, -0.7456], [-0.3673, 0.0268, -0.2532], [1.9563, 1.3085, -2.4437], [1.9214, -0.4230, -0.4051], [-0.3167, 0.5282, -1.0018], [-0.0593, 0.6920, -0.7286], [0.1442, 0.8695, -0.2137], [0.3920, 0.1664, 0.2858], [0.0733, 0.5492, -0.2755], [-0.2597, 0.4669, 0.2313], [-0.1779, 0.3988, 0.0527], [-0.3911, 0.2796, 0.3525], [-0.3342, 0.0405, 0.5602], [-0.4886, 0.6199, 0.7311], [-0.0476, -0.0192, -0.0916], [-0.1730, 0.4927, -0.4842], [0.2767, -0.2891, 0.3197], [0.1678, 0.0410, 0.3729], [-0.1238, -0.3288, 0.8087], [0.3347, 0.3614, 0.0372], [-0.3483, 0.2112, -0.1694], [-0.1095, 0.0107, -0.8239], [2.0570, 1.4152, -0.0568], [-1.9160, 1.6911, -0.2063], [0.1844, -0.0678, 0.1887], [0.6682, -0.3529, 1.5732], [-0.8453, 0.3627, 1.3020], [-1.1274, -0.7477, 0.0756], [1.1569, -1.3209, -0.8494], [0.4496, 0.3095, -0.5860], [0.3479, 0.2196, -0.7999], [-0.7293, 0.0350, 1.1197], [-0.7249, -1.3475, 0.1174], [0.3810, 0.6784, -0.5159], [0.1503, -1.0103, 0.3195], [-0.6303, 0.3195, -0.2052], [-0.8356, 0.1309, -0.6885], [0.3929, 0.0076, 0.8079], [-0.3199, -1.5578, -0.7742], [-0.0853, 0.3180, 0.8289], [0.5338, -1.6025, -0.0226], [0.3780, 1.4660, 0.2811], [-0.5676, -0.0053, 0.6334], [1.0901, 0.2234, -0.4847], [0.9889, 0.8607, -0.1126], [-0.9316, -0.9596, -0.6383], [-0.0997, 0.2689, 0.2226], [-0.9805, 0.0218, 0.7621], [0.5933, -0.3645, 0.0681], [0.5040, -0.2380, 0.4938], [-0.1629, -0.4152, -0.2207], [0.1993, -0.2594, 0.2889], [0.0983, -0.1042, -0.1385], [-0.1234, 0.1715, -0.2804], [0.0320, 0.2163, -0.1530], [-0.4802, 0.0882, -0.4491], [-0.1403, 0.3597, -0.2177], [0.2538, -0.1430, 0.0178], [0.8562, 0.6184, -0.6272], [0.1436, -0.3365, 0.1161], [0.4208, -0.1031, 0.2743], [-0.0267, -0.6928, -0.7188], [-0.1979, 0.1890, 0.5390], [0.1032, -0.3202, 0.0355], [-0.1716, 0.1360, 0.1006], [0.1788, -0.0062, 0.0797], [-1.3582, -1.3268, -0.0956], [0.0796, -0.0808, -0.1343], [1.6150, -0.7089, 0.7272], [0.2835, 1.4444, -1.1080], [-1.9625, -0.6646, 0.4598]],
  "lowdin_spin": [1.014, 0.175, 0.193, 0.033, 0.017, 0.042, 0.128, 0.052, 0.025, 0.138, 0.016, 0.014, 0.009, 0.000, 0.001, 0.000, 0.000, -0.001, 0.018, 0.005, 0.004, 0.002, 0.013, 0.005, 0.007, 0.009, 0.001, -0.001, 0.002, -0.001, 0.000, 0.005, 0.004, 0.001, 0.000, 0.000, 0.000, 0.000, 0.000, 0.000, 0.001, -0.001, 0.006, 0.000, 0.009, 0.000, 0.000, 0.000, 0.000, 0.001, 0.000, 0.002, 0.000, 0.001, 0.000, 0.000, 0.000, 0.000, 0.000, 0.000, 0.000, 0.000, 0.000, 0.000, 0.001, 0.000, 0.000, 0.000, 0.000, 0.051, 0.000, 0.000, 0.000, 0.000]
}

***

(2)
{
  "formula": "C23H37GaO2",
  "method": "ωB97M-V/def2-TZVPD",
  "lumo_energy_ev": 0.42,
  "orbital_gap_ev": 7.69,
  "fmax_ha_per_bohr": 0.0237,
  "relative_energy_kcal_mol": 0.0,
  "energy_ev": -80918.8257,
  "species": ["O", "C", "C", "H", "H", "C", "H", "H", "C", "H", "H", "H", "C", "H", "H", "H", "Ga", "C", "C", "C", "H", "C", "C", "H", "H", "H", "H", "C", "C", "C", "H", "C", "C", "H", "H", "H", "H", "O", "C", "C", "H", "H", "C", "H", "H", "C", "H", "H", "H", "H", "C", "C", "C", "C", "H", "H", "H", "H", "H", "H", "H", "H", "H"],
  "positions_angstrom": [[0.4426, 0.3340, -7.5942], [0.3120, 1.6315, -8.2360], [0.1296, 1.0539, -9.6352], [1.2297, 2.2270, -8.1132], [-0.5612, 2.1731, -7.8481], [0.3089, -0.3099, -8.9021], [0.9246, 1.2898, -10.3392], [-0.8686, 1.1940, -10.0501], [1.5762, -1.0420, -9.2972], [2.4444, -0.3713, -9.2742], [1.4763, -1.4351, -10.3168], [1.7488, -1.8915, -8.6234], [-0.9130, -1.1986, -8.9999], [-1.8288, -0.6598, -8.7242], [-0.7993, -2.0868, -8.3648], [-1.0257, -1.5445, -10.0361], [0.4931, 0.5936, -0.3657], [-2.1192, -0.5349, 1.2552], [-1.6187, 0.7800, 1.3857], [-1.6935, 1.4133, 0.0825], [-1.2855, 1.2661, 2.3052], [-2.2892, 0.4548, -0.8227], [-2.5238, -0.7368, -0.0949], [-2.9835, -1.6425, -0.4922], [-2.2109, -1.2533, 2.0689], [-1.5675, 2.4819, -0.1233], [-2.5696, 0.6735, -1.8522], [1.3860, -1.9591, 1.6533], [0.4129, -2.5088, 0.7693], [0.6559, -2.0342, -0.5335], [-0.3506, -3.2333, 1.0497], [1.8223, -1.1465, -0.4805], [2.2775, -1.1678, 0.9121], [3.1559, -0.6461, 1.2789], [1.4417, -2.1558, 2.7256], [0.1317, -2.2991, -1.4537], [2.4629, -0.8999, -1.3340], [0.5730, 0.8358, -2.5514], [0.0356, -0.2039, -3.4443], [-0.3279, 0.5072, -4.7298], [-0.8277, -0.6700, -2.9522], [0.8224, -0.9552, -3.5854], [0.4637, 1.8218, -4.7176], [-1.4046, 0.7413, -4.7433], [-0.0988, -0.0968, -5.6063], [0.5994, 2.1331, -3.2431], [-0.0493, 2.6124, -5.2701], [1.4444, 1.6543, -5.1837], [-0.2593, 2.7152, -2.8769], [1.5316, 2.6512, -2.9829], [1.7608, 1.7270, 2.7340], [1.1602, 2.6824, 1.7117], [1.8191, 4.0463, 1.9180], [1.2963, 2.2634, 0.2428], [2.7953, 1.4897, 2.4652], [1.2145, 0.7884, 2.8560], [1.7843, 2.2243, 3.7132], [0.0859, 2.7635, 1.9173], [2.8805, 3.9500, 1.6709], [1.3853, 4.8091, 1.2668], [1.7335, 4.3624, 2.9640], [0.8218, 3.0453, -0.3673], [2.3555, 2.2622, -0.0460]],
  "forces_ev_per_a": [[-0.0778, 0.2466, -1.1349], [0.1252, 0.5107, 0.4668], [0.0370, -0.5658, 0.7238], [-0.3276, -0.0771, 0.1186], [0.2798, -0.0049, 0.0059], [-0.0302, -0.0523, -0.7922], [-0.1725, 0.0400, -0.0838], [0.2042, 0.0467, -0.1394], [0.0707, -0.1640, 0.0926], [-0.1793, -0.1613, 0.0884], [0.0017, 0.0798, 0.1672], [0.0570, 0.1987, -0.1052], [-0.0654, -0.2395, 0.1096], [0.2450, -0.1203, 0.0422], [-0.1088, 0.1934, -0.0467], [0.0338, 0.0796, 0.1897], [-0.6148, -0.3299, 0.1783], [-0.1520, 0.7029, -0.4093], [0.0003, -0.6252, -0.4070], [0.6478, -0.7958, -0.2480], [-0.1452, -0.2909, -0.3707], [0.1655, -0.5157, 0.7027], [-0.2097, 0.6926, 0.0837], [0.2574, 0.2631, 0.1027], [0.1343, 0.1725, -0.3151], [-0.0532, -0.4586, 0.1313], [0.1063, -0.1517, 0.2341], [0.7009, 0.1675, -0.7866], [0.3148, 0.1501, -0.8735], [-0.1709, -0.2262, 0.8093], [0.0629, 0.4470, -0.1061], [-0.5441, 0.6224, 0.8935], [-0.7713, -0.4112, -0.2159], [-0.2447, -0.0705, -0.0311], [-0.0143, 0.1424, -0.3908], [0.1172, 0.0125, 0.4499], [-0.2622, -0.1155, 0.2988], [0.0204, 0.1520, -0.3117], [0.1956, 0.1443, 0.3708], [-0.6654, 0.1436, -0.1214], [0.2629, 0.1603, -0.0357], [-0.0859, 0.1986, 0.0810], [0.3594, -0.5458, -0.2283], [0.2681, -0.1476, 0.0350], [-0.0986, 0.1545, 0.1598], [-0.2720, -0.0586, 0.5207], [0.1011, -0.0530, 0.1345], [-0.1642, 0.1305, 0.1532], [0.2256, -0.0881, -0.0399], [-0.2635, -0.2584, 0.0544], [0.1069, -0.0827, 0.2035], [-0.2698, 0.0616, -0.0236], [-0.0703, -0.0351, -0.0484], [0.6368, 0.4961, -0.1257], [-0.0414, -0.0350, 0.0416], [0.0181, 0.0576, -0.2113], [-0.0052, -0.1579, -0.1412], [0.1419, 0.1642, 0.0598], [0.0146, 0.1485, 0.0645], [0.0279, 0.0054, 0.0717], [0.0058, 0.0770, -0.1995], [0.0673, -0.0453, 0.0157], [0.0659, 0.0216, 0.0875]],
  "nbo_charge": [-0.562, -0.061, -0.461, 0.178, 0.176, 0.276, 0.213, 0.212, -0.628, 0.214, 0.215, 0.217, -0.629, 0.215, 0.216, 0.216, 1.686, -0.270, -0.342, -0.480, 0.225, -0.327, -0.316, 0.211, 0.215, 0.235, 0.212, -0.268, -0.267, -0.293, 0.220, -0.601, -0.279, 0.222, 0.218, 0.226, 0.255, -0.613, -0.068, -0.440, 0.216, 0.190, -0.421, 0.203, 0.267, -0.060, 0.224, 0.213, 0.187, 0.206, -0.608, -0.222, -0.596, -1.027, 0.199, 0.224, 0.205, 0.199, 0.197, 0.202, 0.205, 0.217, 0.215]
}